The following is a DFT calculation (ωB97M-V/def2-TZVPD) of the molecule C22H24N6OS at a distorted geometry.

Cartesian coordinates (Å):
C1 -2.69 -4.17 3.77
C2 -1.59 -4.02 2.79
N1 -1.51 -2.98 1.99
N2 -0.40 -3.16 1.24
C3 0.23 -4.33 1.56
C4 -0.51 -4.91 2.55
H1 -0.32 -5.84 3.05
C5 1.48 -4.80 0.91
H2 1.33 -4.89 -0.17
H3 1.75 -5.77 1.32
H4 2.28 -4.09 1.07
C6 -0.05 -2.20 0.32
N3 1.09 -2.34 -0.34
C7 1.36 -1.35 -1.18
C8 0.57 -0.21 -1.39
C9 -0.63 -0.20 -0.62
N4 -0.90 -1.19 0.20
N5 -1.56 0.78 -0.72
H5 -1.30 1.65 -1.15
C10 -2.69 0.80 0.19
C11 -2.30 1.31 1.55
C12 -2.19 2.68 1.80
C13 -1.78 3.10 3.05
C14 -1.48 2.14 4.00
N6 -1.57 0.84 3.77
C15 -1.97 0.44 2.58
H6 -2.02 -0.64 2.43
H7 -1.15 2.42 4.99
H8 -1.69 4.16 3.27
H9 -2.44 3.39 1.02
H10 -3.47 1.43 -0.26
H11 -3.05 -0.23 0.28
C16 1.16 0.66 -2.36
C17 2.34 0.18 -2.83
S1 2.81 -1.34 -2.14
C18 3.11 0.98 -3.82
O1 3.14 2.34 -3.46
C19 1.96 2.93 -2.92
C20 2.27 3.34 -1.47
H12 3.18 3.94 -1.45
H13 1.46 3.93 -1.05
H14 2.43 2.46 -0.85
C21 1.64 4.17 -3.76
H15 0.77 4.69 -3.37
H16 2.49 4.85 -3.74
H17 1.45 3.89 -4.79
C22 0.74 1.98 -2.92
H18 0.40 1.84 -3.95
H19 -0.06 2.45 -2.36
H20 4.15 0.66 -3.88
H21 2.65 0.86 -4.82
H22 -2.29 -4.26 4.78
H23 -3.27 -5.07 3.56
H24 -3.34 -3.30 3.73

Frontier orbital gap: 8.33 eV
Energy above the lowest of the compared OMol25 structures with the same formula, charge and spin: 0.0 kJ/mol
E_HOMO: -7.88 eV
E: -1654.73462 Ha

=====

The following is a DFT calculation (ωB97M-V/def2-TZVPD) of the molecule C14H14BrN3O3S.

Cartesian coordinates (Å):
O1 1.04 -0.33 -1.99
C1 0.25 -0.09 -1.10
N1 0.02 -0.98 -0.12
H1 0.51 -1.86 -0.22
C2 -0.98 -0.90 0.92
C3 -2.37 -1.28 0.48
C4 -2.65 -1.73 -0.81
C5 -3.96 -2.05 -1.13
N2 -4.97 -1.95 -0.27
C6 -4.70 -1.53 0.95
C7 -3.43 -1.18 1.37
H2 -3.26 -0.83 2.38
H3 -5.55 -1.46 1.62
H4 -4.22 -2.40 -2.12
H5 -1.87 -1.83 -1.55
H6 -0.67 -1.56 1.74
H7 -0.99 0.12 1.31
C8 -0.55 1.22 -1.05
N3 -0.28 1.92 0.20
S1 1.14 2.84 0.16
O2 1.21 3.59 -1.06
O3 1.16 3.54 1.40
C9 2.37 1.55 0.15
C10 3.18 1.38 -0.96
C11 4.09 0.34 -0.98
C12 4.16 -0.51 0.12
C13 3.36 -0.32 1.24
C14 2.45 0.72 1.25
H8 1.81 0.91 2.10
H9 3.44 -0.99 2.08
Br1 5.37 -1.96 0.09
H10 4.72 0.18 -1.84
H11 3.07 2.06 -1.79
H12 -1.03 2.55 0.46
H13 -1.61 0.98 -1.12
H14 -0.25 1.82 -1.91

Frontier orbital gap: 9.81 eV
E_HOMO: -9.67 eV
E: -3904.08552 Ha

=====

The following is a DFT calculation (ωB97M-V/def2-TZVPD) of a structure of composition C14H31As3F3INO4PdS.

Cartesian coordinates (Å):
Pd1 0.09 1.63 -1.51
C1 -2.04 2.41 1.38
As1 -0.42 1.54 0.71
C2 0.81 2.24 2.06
C3 -0.87 -0.24 1.41
C4 0.12 -1.43 1.41
C5 -0.76 -2.66 1.64
C6 0.85 -1.58 0.07
As2 2.32 -0.31 -0.37
C7 3.86 -1.46 0.10
C8 2.39 -0.76 -2.28
C9 1.11 -1.24 2.58
As3 2.29 -2.63 3.37
C10 0.97 -3.55 4.51
C11 2.50 -4.09 2.07
H1 -2.12 2.30 2.46
H2 -2.90 1.94 0.90
H3 -2.02 3.46 1.11
H4 0.51 1.93 3.07
H5 0.80 3.33 2.00
H6 1.82 1.90 1.85
H7 -1.72 -0.50 0.77
H8 -1.27 -0.11 2.42
H9 -1.47 -2.76 0.82
H10 -1.33 -2.57 2.57
H11 -0.18 -3.58 1.69
H12 0.12 -1.46 -0.74
H13 1.27 -2.59 -0.02
H14 3.78 -2.45 -0.35
H15 3.97 -1.56 1.18
H16 4.76 -0.98 -0.29
H17 2.38 -1.84 -2.40
H18 3.30 -0.35 -2.70
H19 1.54 -0.32 -2.79
H20 0.56 -0.90 3.46
H21 1.79 -0.41 2.34
H22 0.58 -2.84 5.24
H23 1.48 -4.35 5.05
H24 0.15 -3.97 3.94
H25 3.10 -3.77 1.22
H26 1.56 -4.50 1.70
H27 3.05 -4.88 2.59
F1 0.61 5.12 -5.25
C12 0.88 4.16 -4.35
F2 2.18 3.85 -4.46
F3 0.69 4.69 -3.13
S1 -0.18 2.68 -4.63
O1 0.08 2.33 -6.00
O2 -1.51 3.15 -4.33
O3 0.37 1.72 -3.67
N1 -3.08 1.92 -2.27
C13 -4.11 1.34 -1.66
O4 -4.03 0.52 -0.76
C14 -5.48 1.75 -2.18
I1 -6.12 3.59 -1.29
H28 -2.11 1.68 -2.03
H29 -3.18 2.53 -3.07
H30 -6.21 1.00 -1.89
H31 -5.50 1.91 -3.26

Frontier orbital gap: 6.34 eV
Net charge: -1
Energy above the lowest of the compared OMol25 structures with the same formula, charge and spin: 13.7 kJ/mol
E_HOMO: -4.15 eV
E: -8738.54348 Ha

=====

The following is a DFT calculation (ωB97M-V/def2-TZVPD) of a cluster of 9 separate species, C18H55ClN3O15 in total at a distorted geometry.

Cartesian coordinates (Å):
Cl1 -1.86 -2.12 1.18
O1 -2.77 -3.20 1.15
O2 -2.07 -1.26 2.31
O3 -0.61 -2.69 1.24
O4 -2.07 -1.27 0.00
O5 -4.15 -4.42 -1.76
H1 -3.92 -4.59 -2.68
H2 -3.33 -4.16 -1.36
O6 -4.78 -0.56 3.39
H3 -3.88 -0.60 3.08
H4 -5.24 -0.04 2.73
O7 -5.09 -5.00 1.84
H5 -4.29 -4.47 1.78
H6 -4.79 -5.87 2.09
O8 -3.42 -1.81 5.54
H7 -2.56 -1.54 5.22
H8 -3.23 -2.51 6.17
O9 1.02 -4.55 3.11
H9 0.39 -3.96 2.69
H10 1.73 -4.62 2.47
C1 -0.89 -0.11 -7.84
O10 -1.87 0.72 -7.17
C2 -2.20 0.23 -5.86
C3 -2.61 1.42 -4.90
N1 -3.85 1.17 -4.07
C4 -3.69 0.10 -3.04
C5 -4.96 0.09 -2.18
O11 -5.24 1.37 -1.51
C6 -4.32 1.62 -0.34
H11 0.08 -0.05 -7.35
H12 -0.94 0.36 -8.82
H13 -1.20 -1.15 -7.91
H14 -1.31 -0.25 -5.43
H15 -2.96 -0.55 -5.88
H16 -2.85 2.18 -5.64
H17 -1.82 1.83 -4.27
H18 -4.13 1.89 -3.42
H19 -2.84 0.34 -2.39
H20 -3.57 -0.85 -3.55
H21 -4.80 -0.71 -1.46
H22 -5.85 -0.22 -2.72
H23 -3.27 1.53 -0.61
H24 -4.51 0.93 0.48
H25 -4.41 2.67 -0.05
C7 2.37 -1.12 3.02
O12 2.73 -0.05 3.87
C8 2.62 1.25 3.18
C9 3.12 2.48 4.07
N2 4.58 2.58 4.30
C10 5.41 3.19 3.26
C11 6.89 2.69 3.11
O13 7.76 3.15 4.14
C12 9.10 2.64 3.93
H26 3.19 -1.45 2.38
H27 1.38 -1.15 2.57
H28 2.05 -2.03 3.52
H29 1.56 1.34 2.93
H30 3.30 1.29 2.33
H31 2.50 2.55 4.96
H32 2.90 3.44 3.61
H33 4.70 3.15 5.13
H34 5.37 4.27 3.37
H35 5.10 3.08 2.22
H36 7.21 2.96 2.10
H37 6.78 1.61 3.19
H38 9.66 2.89 3.03
H39 8.99 1.58 4.11
H40 9.82 3.05 4.64
C13 0.21 3.70 1.36
O14 -0.49 2.68 0.64
C14 0.48 1.72 0.29
C15 0.12 1.09 -1.11
N3 0.74 -0.17 -1.40
C16 0.73 -0.61 -2.78
C17 1.57 -1.88 -2.65
O15 0.93 -2.84 -1.78
C18 -0.28 -3.54 -2.17
H41 0.97 4.21 0.75
H42 0.65 3.43 2.32
H43 -0.48 4.51 1.61
H44 0.43 0.87 0.98
H45 1.53 2.01 0.25
H46 0.29 1.72 -1.98
H47 -0.95 0.93 -1.04
H48 0.41 -0.97 -0.89
H49 1.00 0.14 -3.53
H50 -0.24 -0.86 -3.20
H51 2.57 -1.56 -2.33
H52 1.57 -2.17 -3.70
H53 -0.51 -4.47 -1.65
H54 -0.23 -3.77 -3.24
H55 -1.14 -2.89 -1.98

Frontier orbital gap: 8.45 eV
Net charge: -1
E_HOMO: -6.18 eV
E: -2471.43524 Ha

=====

The following is a DFT calculation (ωB97M-V/def2-TZVPD) of the molecule C5H9NO at a distorted geometry.

Cartesian coordinates (Å):
O1 2.01 -2.13 1.45
C1 1.55 -1.56 0.43
N1 0.16 -1.43 0.40
C2 -0.71 -0.42 -0.08
C3 -0.03 0.87 -0.63
C4 -0.74 2.24 -0.55
C5 -2.07 2.44 -0.94
H1 2.04 -1.09 -0.45
H2 -0.08 -2.08 1.18
H3 -1.25 -0.89 -0.96
H4 -1.59 -0.21 0.65
H5 0.39 0.52 -1.62
H6 0.95 1.09 -0.09
H7 -0.31 3.19 -0.28
H8 -2.65 1.71 -1.68
H9 -2.61 3.31 -0.52

Frontier orbital gap: 10.20 eV
Energy above the lowest of the compared OMol25 structures with the same formula, charge and spin: 309.0 kJ/mol
E_HOMO: -9.33 eV
E: -325.81987 Ha

=====

The following is a DFT calculation (ωB97M-V/def2-TZVPD) of a structure of composition C40H35As2Cl2N3O11W.

Cartesian coordinates (Å):
W1 0.40 -0.33 -0.34
C1 4.41 -1.48 1.78
O1 3.06 -1.50 1.32
C2 2.44 -2.71 1.35
C3 2.60 -3.64 2.37
C4 1.91 -4.85 2.31
C5 1.08 -5.15 1.24
C6 0.92 -4.22 0.22
C7 1.59 -3.02 0.29
N1 1.46 -2.04 -0.76
N2 1.90 -2.42 -1.89
C8 1.99 -1.60 -2.95
C9 1.98 -0.19 -2.83
O2 1.74 0.39 -1.67
C10 2.32 0.61 -3.93
C11 2.60 0.03 -5.13
C12 2.59 -1.38 -5.32
C13 2.89 -1.95 -6.57
C14 2.91 -3.31 -6.73
C15 2.62 -4.14 -5.63
C16 2.32 -3.61 -4.40
C17 2.30 -2.22 -4.22
H1 4.46 -1.57 2.87
H2 4.82 -0.52 1.48
H3 4.98 -2.29 1.32
H4 3.26 -3.43 3.20
H5 2.04 -5.57 3.11
H6 0.57 -6.10 1.20
H7 0.29 -4.43 -0.63
H8 2.35 1.68 -3.80
H9 2.85 0.65 -5.98
H10 3.11 -1.30 -7.41
H11 3.14 -3.75 -7.69
H12 2.65 -5.22 -5.75
H13 2.11 -4.26 -3.56
Cl1 -0.37 -1.71 4.42
C18 0.60 -0.39 3.91
C19 1.27 0.40 4.86
C20 2.05 1.46 4.47
Cl2 2.85 2.42 5.65
C21 2.20 1.77 3.09
C22 3.00 2.81 2.56
C23 3.07 2.97 1.20
C24 2.38 2.10 0.35
N3 1.62 1.12 0.81
C25 1.52 0.96 2.17
C26 0.69 -0.10 2.57
O3 0.12 -0.79 1.59
H14 1.17 0.17 5.91
H15 3.54 3.46 3.23
H16 3.68 3.76 0.77
H17 2.44 2.19 -0.72
C27 -2.53 -1.44 -3.86
O4 -2.85 -0.67 -2.65
C28 -1.87 -0.25 -1.95
O5 -0.67 -0.45 -2.23
C29 -2.19 0.55 -0.73
C30 -2.53 -0.05 0.43
As1 -2.96 0.76 2.19
C31 -4.85 0.24 2.11
C32 -3.08 2.62 1.59
C33 -2.49 3.22 0.55
As2 -1.38 2.34 -0.79
C34 -2.03 3.08 -2.46
C35 -2.57 4.70 0.23
O6 -3.35 5.10 -0.58
O7 -1.61 5.49 0.74
C36 -0.78 5.02 1.81
C37 -3.81 3.38 2.66
O8 -4.22 2.81 3.64
O9 -3.98 4.66 2.39
C38 -4.73 5.42 3.37
C39 -2.23 -1.51 0.46
O10 -1.22 -1.91 -0.15
O11 -2.98 -2.27 1.17
C40 -2.52 -3.64 1.40
H18 -3.49 -1.68 -4.29
H19 -1.98 -2.34 -3.56
H20 -1.93 -0.83 -4.53
H21 -4.91 -0.84 1.99
H22 -5.36 0.73 1.28
H23 -5.30 0.53 3.05
H24 -3.12 3.07 -2.52
H25 -1.59 2.52 -3.29
H26 -1.69 4.11 -2.52
H27 -1.37 4.81 2.69
H28 -0.10 5.85 2.02
H29 -0.20 4.15 1.52
H30 -4.75 6.44 2.99
H31 -4.24 5.37 4.33
H32 -5.74 5.02 3.44
H33 -3.15 -4.01 2.21
H34 -1.47 -3.62 1.68
H35 -2.68 -4.22 0.50

Frontier orbital gap (alpha / beta): 6.26 / 6.38 eV
Net charge: +2
Energy above the lowest of the compared OMol25 structures with the same formula, charge and spin: 0.0 kJ/mol
2S+1: 3
E_HOMO (alpha / beta): -12.68 / -12.99 eV
E: -7995.69683 Ha

=====

The following is a DFT calculation (ωB97M-V/def2-TZVPD) of a cluster of 10 separate species, C24H48N4O6S2 in total at a distorted geometry.

Cartesian coordinates (Å):
C1 1.91 0.73 4.73
C2 0.88 0.18 3.83
N1 0.00 -0.17 3.13
H1 2.31 -0.09 5.34
H2 1.46 1.41 5.45
H3 2.63 1.21 4.06
C3 5.06 4.16 2.93
C4 5.09 3.60 1.56
N2 5.15 3.15 0.53
H4 4.06 4.56 3.11
H5 5.80 4.95 3.02
H6 5.30 3.30 3.56
C5 6.12 -0.29 1.25
C6 5.58 -0.83 0.00
N3 5.19 -1.22 -1.02
H7 5.43 0.43 1.70
H8 7.12 0.03 0.96
H9 6.25 -1.06 2.01
C7 -1.04 4.30 -3.00
C8 -0.66 5.29 -4.03
N4 -0.35 6.07 -4.81
H10 -0.45 4.46 -2.09
H11 -0.64 3.39 -3.45
H12 -2.10 4.33 -2.76
C9 1.52 -6.95 -2.53
S1 0.89 -5.36 -1.87
O1 1.49 -5.07 -0.49
C10 1.76 -4.24 -3.10
H13 2.60 -6.92 -2.44
H14 1.35 -7.20 -3.58
H15 1.25 -7.82 -1.94
H16 1.48 -3.22 -2.85
H17 1.47 -4.46 -4.13
H18 2.84 -4.34 -3.04
C11 0.04 -0.43 -1.50
S2 1.17 1.00 -1.49
O2 0.29 2.23 -1.20
C12 2.21 0.53 0.01
H19 -0.55 -0.52 -0.58
H20 0.59 -1.36 -1.54
H21 -0.67 -0.35 -2.32
H22 2.85 1.36 0.30
H23 2.85 -0.28 -0.34
H24 1.59 0.16 0.82
C13 -1.06 -3.85 1.27
C14 -2.17 -4.55 0.60
O3 -3.02 -3.92 -0.05
C15 -2.36 -6.01 0.96
H25 -0.98 -2.90 0.75
H26 -0.23 -4.55 1.16
H27 -1.22 -3.64 2.33
H28 -2.51 -6.15 2.03
H29 -1.47 -6.58 0.70
H30 -3.21 -6.26 0.33
C16 -2.39 1.78 0.96
C17 -3.27 2.05 -0.22
O4 -2.84 2.14 -1.37
C18 -4.76 2.30 0.03
H31 -1.66 0.97 0.91
H32 -3.07 1.59 1.79
H33 -1.78 2.68 1.06
H34 -5.24 1.40 0.42
H35 -5.15 2.59 -0.94
H36 -5.11 2.98 0.81
C19 -3.74 -0.93 -2.36
C20 -5.20 -1.15 -2.24
O5 -6.00 -0.33 -1.81
C21 -5.63 -2.60 -2.62
H37 -3.52 -0.02 -2.92
H38 -3.30 -1.79 -2.85
H39 -3.29 -0.91 -1.36
H40 -6.71 -2.57 -2.49
H41 -5.09 -3.32 -1.99
H42 -5.43 -2.93 -3.64
C22 -0.24 5.60 1.58
C23 0.21 4.49 2.48
O6 -0.28 4.36 3.60
C24 1.24 3.62 1.80
H43 -1.19 6.03 1.89
H44 -0.42 5.21 0.58
H45 0.49 6.41 1.62
H46 1.63 3.98 0.85
H47 0.77 2.64 1.69
H48 2.10 3.48 2.46

Frontier orbital gap: 8.69 eV
E_HOMO: -8.83 eV
E: -2409.93054 Ha

=====

The following is a DFT calculation (ωB97M-V/def2-TZVPD) of a structure of composition C20H28IrNO2S at a distorted geometry.

Cartesian coordinates (Å):
O1 -1.28 1.82 -2.53
C1 0.10 2.29 -2.73
C2 -0.29 3.76 -2.53
H1 0.59 2.09 -3.71
H2 0.70 1.92 -1.87
C3 -1.68 3.16 -2.07
H3 -0.47 4.39 -3.39
H4 0.37 4.18 -1.79
C4 -2.97 3.55 -2.81
H5 -2.87 3.88 -3.85
H6 -3.44 4.36 -2.25
H7 -3.67 2.71 -2.77
C5 -1.98 3.46 -0.59
H8 -1.33 4.28 -0.32
H9 -1.84 2.65 0.13
H10 -2.96 3.91 -0.41
Ir1 0.45 -1.27 2.32
C6 1.30 1.35 3.47
C7 2.36 0.42 3.45
C8 2.33 -0.30 2.19
H11 3.15 0.38 4.18
C9 1.32 0.37 1.35
C10 0.72 1.42 2.18
H12 0.04 2.17 1.83
H13 0.96 1.91 4.34
H14 3.06 -0.98 1.80
H15 1.34 0.31 0.26
C11 -1.56 -2.09 2.81
C12 -1.88 -0.71 3.09
C13 -1.99 -0.03 1.85
H16 -2.09 -0.29 4.07
C14 -1.46 -0.87 0.83
C15 -1.23 -2.18 1.40
H17 -1.03 -3.09 0.86
H18 -1.63 -2.92 3.51
H19 -2.41 0.96 1.72
H20 -1.37 -0.64 -0.23
O2 1.62 -2.93 -0.61
C16 0.77 -2.14 -1.46
C17 0.81 -2.59 -2.94
H21 1.07 -1.06 -1.40
H22 -0.21 -2.18 -1.00
C18 1.80 -3.75 -3.00
H23 1.14 -1.73 -3.53
H24 -0.15 -2.91 -3.38
C19 2.06 -4.05 -1.50
H25 2.75 -3.52 -3.50
H26 1.36 -4.61 -3.52
H27 3.10 -4.30 -1.27
H28 1.48 -4.95 -1.25
S1 1.45 -2.75 3.64
C20 1.75 -1.76 4.98
N1 1.85 -1.06 5.93

Frontier orbital gap (alpha / beta): 8.17 / 5.18 eV
Net charge: +1
Energy above the lowest of the compared OMol25 structures with the same formula, charge and spin: 0.0 kJ/mol
2S+1: 6
E_HOMO (alpha / beta): -10.26 / -12.07 eV
E: -1486.05818 Ha